ORCA calculation (ωB97M-V/def2-TZVPD) on one molecule with the formula C19H21F3N2O4.

Geometry as ORCA input:
```
! RIJCOSX wB97M-V def2-TZVPD def2/J DEFGRID3
* xyz 0 1
C -5.952 -3.762 0.430
C -5.569 -2.314 0.459
C -6.340 -1.399 1.166
C -5.997 -0.059 1.182
C -4.885 0.385 0.493
C -4.107 -0.524 -0.220
N -2.996 -0.013 -0.908
C -2.060 -0.679 -1.616
O -2.006 -1.873 -1.800
C -0.999 0.267 -2.223
O -0.085 0.765 -1.245
C -0.438 1.824 -0.524
O -1.506 2.379 -0.616
C 0.667 2.267 0.414
C 1.805 2.906 -0.401
C 3.125 2.767 0.350
N 3.492 1.369 0.416
C 4.743 0.972 0.219
C 5.221 -0.306 0.170
C 6.617 -0.504 -0.032
O 7.481 0.340 -0.172
C 7.001 -2.009 -0.069
F 6.640 -2.638 1.068
F 8.304 -2.220 -0.236
F 6.363 -2.655 -1.067
C 2.408 0.422 0.601
C 1.208 1.097 1.255
C -4.452 -1.870 -0.233
H -6.192 -4.116 1.431
H -5.147 -4.369 0.025
H -6.835 -3.902 -0.193
H -7.211 -1.739 1.706
H -6.600 0.647 1.734
H -4.614 1.431 0.503
H -2.884 0.995 -0.829
H -0.391 -0.305 -2.925
H -1.490 1.105 -2.729
H 0.224 3.015 1.078
H 1.901 2.405 -1.366
H 1.589 3.958 -0.587
H 3.024 3.183 1.360
H 3.914 3.317 -0.166
H 5.475 1.760 0.088
H 4.594 -1.175 0.270
H 2.758 -0.390 1.242
H 2.113 -0.006 -0.364
H 0.427 0.351 1.409
H 1.502 1.469 2.238
H -3.845 -2.568 -0.786
*
```

## Properties
F_max in Eh/bohr: 0.0150
Energy above the lowest of the compared OMol25 structures with the same formula, charge and spin in kJ/mol: 22.5
LUMO energy in eV: 0.33
Calculated total energy in eV: -39367.5807

ORCA calculation (ωB97M-V/def2-TZVPD) on one molecule with the formula C5H9NO in a non-equilibrium geometry.

Geometry as ORCA input:
```
! RIJCOSX wB97M-V def2-TZVPD def2/J DEFGRID3
* xyz 0 1
C 2.514 0.489 -0.530
C 1.288 -0.374 -0.439
C 0.038 0.257 0.116
C -0.074 1.557 0.519
O 1.298 -1.564 -0.702
H 2.308 1.361 -1.152
H 2.775 0.880 0.454
H 3.333 -0.096 -0.943
H -1.076 1.842 0.865
C -2.378 -0.529 0.048
N -1.007 -0.818 0.437
H -0.636 -1.705 0.107
H -0.164 0.046 1.365
H -2.753 0.317 0.624
H -2.461 -0.264 -1.013
H -3.004 -1.399 0.243
*
```

## Properties
F_max in Eh/bohr: 0.0420
Energy above the lowest of the compared OMol25 structures with the same formula, charge and spin in kJ/mol: 581.3
LUMO energy in eV: 0.29
Calculated total energy in eV: -8863.1874

ORCA calculation (ωB97M-V/def2-TZVPD) on C12H11BrN2O7V as an isolated structure in a non-equilibrium geometry.

Geometry as ORCA input:
```
! RIJCOSX wB97M-V def2-TZVPD def2/J DEFGRID3
* xyz 3 1
V 0.086 0.263 -0.284
O 4.052 -1.156 0.468
C 2.995 -0.532 0.134
O 1.888 -0.613 0.657
C 3.173 0.421 -1.069
O 2.078 1.303 -1.145
C 2.202 2.518 -0.471
C 1.084 2.656 0.663
O 0.969 3.617 1.330
O 0.389 1.559 0.635
H 4.024 -1.802 1.207
H 3.179 -0.184 -1.990
H 4.135 0.948 -0.991
H 2.008 3.360 -1.157
H 3.178 2.669 0.016
Br -1.539 1.193 2.780
C -1.516 -0.597 2.188
C -2.107 -1.595 2.977
C -2.210 -2.881 2.485
C -1.728 -3.160 1.199
C -1.102 -2.140 0.516
N -0.986 -0.874 0.983
C -0.450 -2.311 -0.862
O -0.495 -3.275 -1.536
O 0.127 -1.142 -1.079
H -2.482 -1.344 3.962
H -2.644 -3.676 3.082
H -1.812 -4.147 0.755
C -3.077 1.991 -2.843
C -2.082 1.459 -2.041
N -1.255 1.020 -1.348
H -3.185 3.068 -2.653
H -4.056 1.519 -2.661
H -2.841 1.862 -3.910
*
```

## Properties
F_max in Eh/bohr: 0.1023
Energy above the lowest of the compared OMol25 structures with the same formula, charge and spin in kJ/mol: 325.3
LUMO energy (alpha / beta) in eV: -14.75 / -14.76
Calculated total energy in eV: -125633.2661

ORCA calculation (ωB97M-V/def2-TZVPD) on an isolated ion of composition CH6N3 and charge +1 in a non-equilibrium geometry.

Geometry as ORCA input:
```
! RIJCOSX wB97M-V def2-TZVPD def2/J DEFGRID3
* xyz 1 1
N -2.169 0.031 -0.098
N -0.445 -0.010 0.018
C 0.818 0.566 -0.075
N 1.865 -0.193 -0.040
H -2.380 -0.866 0.242
H -2.426 0.838 0.441
H -0.322 -1.046 0.019
H 0.860 1.659 -0.074
H 1.445 -1.170 -0.030
H 2.753 0.192 -0.404
*
```

## Properties
F_max in Eh/bohr: 0.1068
Energy above the lowest of the compared OMol25 structures with the same formula, charge and spin in kJ/mol: 413.0
LUMO energy in eV: -4.66
Calculated total energy in eV: -5594.6642

ORCA calculation (ωB97M-V/def2-TZVPD) on a 2-piece molecular cluster, C4H12 overall in a non-equilibrium geometry.

Geometry as ORCA input:
```
! RIJCOSX wB97M-V def2-TZVPD def2/J DEFGRID3
* xyz 0 1
C 1.009 1.604 0.427
C 0.776 2.620 -0.724
H 1.388 0.641 0.098
H 1.857 1.981 0.986
H 0.085 1.360 0.924
H -0.233 3.022 -0.696
H 1.070 2.221 -1.744
H 1.532 3.380 -0.903
C -0.878 -2.828 -0.002
C -0.976 -1.366 0.352
H -1.464 -3.461 0.667
H -1.013 -3.079 -1.041
H 0.170 -3.155 0.207
H -1.787 -0.987 -0.353
H -1.200 -1.197 1.426
H -0.048 -0.899 0.048
*
```

## Properties
F_max in Eh/bohr: 0.0518
Energy above the lowest of the compared OMol25 structures with the same formula, charge and spin in kJ/mol: 91.9
LUMO energy in eV: 1.13
Calculated total energy in eV: -4341.5759

ORCA calculation (ωB97M-V/def2-TZVPD) on a 4-piece molecular cluster, C22H23F3O2S overall in a non-equilibrium geometry.

Geometry as ORCA input:
```
! RIJCOSX wB97M-V def2-TZVPD def2/J DEFGRID3
* xyz 0 1
O 1.936 4.650 0.710
S 1.393 3.403 1.234
O 1.093 3.363 2.677
C 0.019 2.840 0.326
C 0.483 1.546 -0.459
C 1.981 1.612 -0.360
C 2.491 2.122 0.892
H -0.517 3.506 -0.391
H -0.769 2.748 0.942
H 0.160 0.741 -0.034
H -0.081 1.498 -1.435
H 2.410 2.303 -0.989
H 2.484 0.641 -0.602
H 3.530 2.416 0.924
H 2.436 1.419 1.716
F 2.252 0.343 5.575
C 1.683 -0.230 4.505
C 2.398 -1.381 3.891
C 1.831 -1.907 2.742
C 0.563 -1.451 2.124
C -0.095 -0.443 2.947
C 0.445 0.196 4.072
H 3.340 -1.711 4.375
H 2.317 -2.746 2.159
H 0.006 -1.711 1.234
H -1.033 0.075 2.393
H -0.215 0.704 4.743
F -2.866 1.043 -0.596
C -2.976 -0.261 -0.207
C -2.207 -1.220 -0.767
C -2.230 -2.570 -0.201
C -3.264 -2.899 0.689
C -4.057 -1.887 1.223
C -3.927 -0.495 0.849
H -1.555 -0.773 -1.602
H -1.684 -3.359 -0.649
H -3.457 -3.981 0.963
H -4.815 -2.176 1.858
H -4.553 0.240 1.205
F 2.011 1.684 -3.756
C 1.182 0.562 -3.901
C 0.266 0.585 -4.968
C -0.511 -0.566 -4.979
C -0.407 -1.707 -4.240
C 0.577 -1.697 -3.236
C 1.422 -0.580 -3.080
H 0.114 1.361 -5.692
H -1.237 -0.463 -5.903
H -1.057 -2.500 -4.267
H 0.672 -2.447 -2.705
H 1.998 -0.463 -1.973
*
```

## Properties
F_max in Eh/bohr: 0.1853
Energy above the lowest of the compared OMol25 structures with the same formula, charge and spin in kJ/mol: 0.0
LUMO energy in eV: 0.35
Calculated total energy in eV: -46263.9529

ORCA calculation (ωB97M-V/def2-TZVPD) on one molecule with the formula C4H5FS in a non-equilibrium geometry.

Geometry as ORCA input:
```
! RIJCOSX wB97M-V def2-TZVPD def2/J DEFGRID3
* xyz 0 1
C -0.465 2.090 -1.074
C -0.296 1.382 0.036
C -0.174 -0.082 0.126
S -0.872 -1.179 -0.911
C 0.572 -0.637 1.383
F 1.866 -0.330 1.096
H -0.575 3.108 -0.785
H -0.316 1.818 -2.092
H -0.481 2.122 0.944
H 0.492 -1.713 1.502
H 0.206 -0.019 2.318
*
```

## Properties
F_max in Eh/bohr: 0.0562
Energy above the lowest of the compared OMol25 structures with the same formula, charge and spin in kJ/mol: 150.7
LUMO energy in eV: -0.95
Calculated total energy in eV: -17779.4723